# 1
# C44H121N11O11

A cluster of 11 separate species, C44H121N11O11 in total in a non-equilibrium geometry (ωB97M-V/def2-TZVPD, the OMol25 dataset).

Structure (XYZ):
```
187
Properties=species:S:1:pos:R:3:lowdin_charge:R:1
O -3.475 -0.566 3.829 -0.197
O 4.675 6.611 6.376 -0.193
O -4.143 -2.365 -7.369 -0.193
O 4.571 -1.900 -4.047 -0.219
O -3.067 -6.665 2.060 -0.207
O -1.231 -0.007 -1.718 -0.215
O 10.486 3.059 4.753 -0.220
O -8.781 -4.853 -3.152 -0.181
O 2.787 0.171 6.572 -0.208
O 1.281 3.175 -5.019 -0.212
O -7.097 4.963 -4.962 -0.191
N 5.562 -3.130 -1.522 0.034
N -1.962 1.677 6.422 0.040
N -7.138 3.468 -1.644 0.028
N 1.441 7.140 4.770 0.029
N 3.761 2.943 -3.600 0.055
N 1.327 -1.633 -0.973 0.015
N 7.986 2.689 3.580 0.024
N -1.689 -2.948 -4.730 0.018
N -9.397 -7.602 -2.049 0.007
N 5.630 2.530 7.666 0.045
N -4.183 -5.269 -0.784 0.046
C -7.174 3.877 -4.054 -0.186
C -5.564 5.091 -2.494 -0.058
C 7.837 -2.831 -2.411 -0.066
C 4.720 1.375 7.672 -0.421
C -10.110 -5.163 -2.672 -0.158
C -2.157 -2.915 -6.061 -0.421
C -11.756 -7.190 -2.449 -0.064
C -3.999 -7.599 -1.488 -0.097
C 2.000 0.097 0.420 -0.069
C -8.537 -3.507 -2.854 -0.149
C 0.755 -0.469 -0.299 -0.410
C 3.627 7.380 5.839 -0.236
C 3.630 1.339 6.524 -0.175
C -6.901 4.437 -2.668 -0.486
C 6.345 -2.359 -2.541 -0.387
C 3.340 -1.074 6.256 -0.120
C -2.325 0.308 -0.831 -0.085
C 0.090 2.647 -5.510 -0.106
C -2.769 -0.185 5.046 -0.199
C 3.689 -2.220 -5.116 -0.095
C 0.076 0.498 -1.330 -0.157
C -4.150 -6.694 -0.297 -0.412
C -2.659 1.319 5.169 -0.431
C 8.710 0.810 2.318 -0.064
C -1.910 -6.872 2.898 -0.096
C 2.458 3.024 -5.757 -0.212
C -10.317 -6.735 -2.797 -0.403
C -3.731 -2.486 -6.003 -0.177
C -8.074 5.976 -4.783 -0.114
C 2.667 6.437 5.091 -0.436
C 3.649 3.534 -4.906 -0.449
C -3.648 -1.969 3.718 -0.120
C -1.987 -4.299 -6.691 -0.069
C 3.958 1.345 8.975 -0.075
C 8.979 1.653 3.585 -0.441
C 5.805 -2.538 -3.981 -0.218
C -1.858 1.835 3.979 -0.071
C -4.793 -1.113 -7.575 -0.116
C 3.282 5.898 3.771 -0.048
C 5.014 3.402 -5.605 -0.063
C 5.972 7.227 6.182 -0.087
C 10.305 2.356 3.519 -0.195
C -2.967 -7.052 0.686 -0.193
C 10.899 2.438 5.975 -0.084
H 3.948 1.981 -3.841 0.068
H -4.317 -8.606 -1.218 0.079
H -5.143 -5.135 -1.070 0.058
H 5.284 2.380 -5.873 0.071
H 10.437 3.092 2.726 0.135
H -2.571 -5.104 -6.245 0.075
H -0.885 1.357 3.867 0.080
H -8.519 -3.309 -1.782 0.083
H -4.713 -7.353 -2.273 0.071
H -3.017 -7.558 -1.959 0.085
H 2.682 5.162 3.236 0.071
H -3.231 -0.643 5.920 0.125
H 1.782 -1.326 -1.821 0.057
H -2.899 -8.139 0.710 0.115
H 2.780 2.842 -3.381 0.054
H 2.545 1.984 -6.071 0.125
H 8.691 1.352 1.373 0.076
H -9.107 5.661 -4.634 0.096
H -1.771 -2.039 -4.298 0.063
H -7.604 5.239 -2.443 0.117
H 4.019 1.510 5.521 0.113
H -7.999 6.705 -5.590 0.086
H 5.582 -3.582 -4.205 0.123
H 4.567 1.546 9.856 0.076
H -7.545 -3.115 -3.076 0.083
H -2.319 -3.478 -4.145 0.074
H 3.360 4.585 -4.875 0.135
H 1.680 0.973 0.983 0.071
H 4.602 -2.816 -1.536 0.051
H 4.272 5.459 3.896 0.069
H 5.301 0.462 7.539 0.121
H 3.374 6.758 3.108 0.073
H -1.618 -2.148 -6.616 0.137
H 3.958 8.209 5.215 0.122
H 2.813 0.301 -0.277 0.070
H -4.358 -3.219 -5.494 0.116
H 6.159 2.455 6.809 0.056
H 4.114 -2.158 -6.118 0.084
H 10.735 3.049 6.863 0.084
H -0.956 -4.644 -6.611 0.071
H -4.033 -4.753 0.071 0.055
H 7.755 0.286 2.319 0.075
H -3.938 -2.059 2.672 0.083
H 3.226 -3.195 -4.964 0.089
H 2.401 3.675 -6.629 0.125
H -12.361 -7.039 -3.343 0.070
H -3.672 1.720 5.190 0.137
H -1.764 -0.593 4.938 0.120
H 8.183 -2.429 -1.458 0.067
H 3.426 0.396 9.052 0.075
H -9.495 -8.588 -2.244 0.066
H 8.031 -3.873 -2.663 0.078
H 9.488 0.054 2.213 0.072
H 0.103 3.050 -6.522 0.083
H 8.367 3.519 4.012 0.063
H -8.481 -7.333 -2.381 0.055
H -1.685 2.906 4.087 0.073
H 0.803 0.609 -2.134 0.114
H -5.325 5.821 -3.268 0.081
H 3.648 -1.171 5.215 0.083
H -8.089 3.135 -1.579 0.072
H 6.023 8.153 6.756 0.086
H -5.547 5.692 -1.585 0.079
H -1.167 -6.155 2.548 0.083
H -2.308 -4.308 -7.733 0.071
H -5.782 -0.998 -7.133 0.076
H 2.919 -1.452 -5.045 0.079
H 6.682 6.444 6.448 0.085
H -6.470 3.130 -4.420 0.129
H -6.876 3.799 -0.727 0.072
H -2.287 1.383 -0.658 0.082
H -10.302 -4.800 -1.662 0.120
H 3.127 7.831 6.696 0.122
H 6.427 -2.173 -4.799 0.124
H -4.202 -0.328 -7.104 0.083
H -2.146 -6.660 3.941 0.081
H -8.111 3.326 -4.128 0.118
H 5.867 -3.109 -0.559 0.061
H 1.783 8.070 4.574 0.061
H 0.057 1.568 -5.662 0.082
H 7.759 2.994 2.644 0.068
H -2.028 -6.711 0.249 0.122
H 2.424 5.635 5.788 0.134
H -12.151 -6.503 -1.701 0.069
H 4.217 -1.262 6.877 0.077
H -1.553 2.575 6.206 0.057
H -4.712 4.417 -2.406 0.081
H -7.706 6.638 -4.000 0.075
H 8.812 1.048 4.476 0.132
H 5.794 3.668 -4.892 0.075
H 1.002 7.358 5.653 0.066
H -2.779 -2.619 3.820 0.083
H -0.782 2.976 -4.946 0.094
H 5.071 4.002 -6.513 0.074
H 2.544 -1.801 6.416 0.091
H -0.054 1.518 -0.970 0.111
H -2.333 1.654 3.015 0.070
H 2.497 -0.663 1.023 0.071
H -5.040 -7.015 0.244 0.131
H 2.972 2.207 6.555 0.114
H 0.610 -2.123 -1.488 0.065
H 5.188 3.419 7.480 0.064
H 3.191 2.117 9.028 0.079
H 0.086 -0.926 0.431 0.130
H -10.059 -7.091 -3.795 0.122
H -9.268 -2.830 -3.297 0.087
H -10.816 -4.622 -3.303 0.121
H -11.886 -8.218 -2.109 0.072
H 11.135 1.664 3.381 0.119
H -2.229 -0.230 0.112 0.072
H -4.431 -2.323 4.389 0.086
H 11.972 2.258 5.907 0.084
H -1.494 -7.879 2.947 0.080
H 6.280 7.487 5.169 0.081
H -5.052 -1.039 -8.632 0.087
H -3.817 -1.603 -5.371 0.103
H 6.334 -1.297 -2.297 0.124
H -1.230 1.002 6.593 0.064
H -3.301 -0.019 -1.190 0.085
H 8.384 -2.178 -3.092 0.064
H 10.299 1.553 6.186 0.077
```

Computed properties:
Calculated total energy ... -86492.782 eV
LUMO ... 0.279 eV
Relative energy (zero: lowest compared OMol25 entry of this formula, charge and spin) ... 622.5 kJ/mol

# 2
# C37H43F2N7O7S2

A cluster of 5 separate species, C37H43F2N7O7S2 in total in a non-equilibrium geometry (ωB97M-V/def2-TZVPD, the OMol25 dataset).

Structure (XYZ):
```
98
Properties=species:S:1:pos:R:3:lowdin_charge:R:1
S 0.946 0.047 0.063 0.366
S 0.569 1.568 1.800 0.633
F 0.098 3.127 1.731 -0.187
F 0.296 -0.463 -1.324 -0.170
O -0.337 0.974 2.749 -0.284
O 1.958 1.661 2.272 -0.252
O 2.378 0.175 -0.152 -0.270
O 0.556 -1.084 0.907 -0.299
O -1.273 -1.195 -4.302 -0.075
O -1.457 -2.636 -2.703 0.033
O -1.988 -3.257 -4.768 -0.020
N 0.358 -1.766 4.223 -0.052
N -5.221 -4.115 4.561 -0.082
N 0.944 3.473 -2.541 -0.089
N 0.137 1.236 0.147 -0.277
N 0.542 1.381 -9.215 -0.103
N -3.502 1.789 0.950 -0.068
N 7.053 -0.536 2.797 -0.084
C -5.633 -5.341 5.212 0.034
C 1.007 -2.649 3.401 0.018
C 2.351 -0.520 4.641 0.054
C 8.374 -0.074 2.309 0.049
C 1.674 3.636 -4.761 0.082
C 1.808 3.953 -3.424 0.005
C 4.892 -1.271 2.254 0.050
C 0.542 2.330 -6.666 -0.101
C 6.171 -0.916 1.877 0.022
C -5.401 -2.872 5.191 0.066
C 0.800 3.180 -7.740 0.062
C -3.122 -0.553 1.494 0.053
C -4.536 1.866 1.863 0.075
C -1.122 -1.864 4.209 0.018
C -4.556 -1.673 3.220 -0.099
C -0.211 2.243 -4.244 0.055
C -4.674 -4.160 3.320 0.046
C -1.525 -2.363 -4.028 -0.901
C 2.347 -2.462 3.234 0.038
C 6.765 -0.493 4.110 0.051
C -4.385 -2.951 2.671 0.037
C 0.613 2.747 -5.210 -0.078
C -4.163 -0.432 2.415 -0.127
C -2.810 0.608 0.728 0.066
C 0.991 -0.695 4.837 0.037
C 5.478 -0.884 4.572 0.104
C -4.824 0.755 2.651 0.052
C -0.076 2.619 -2.895 0.064
C 3.064 -1.450 3.865 -0.110
C 1.132 3.745 -1.150 -0.007
C -3.174 2.946 0.177 0.018
C 0.311 0.541 -8.240 0.026
C 0.220 0.992 -6.950 0.089
C 4.499 -1.251 3.581 -0.107
C 0.757 2.669 -9.036 0.028
C 0.446 0.847 -10.562 0.048
C -5.022 -1.685 4.566 0.047
H -5.704 0.636 3.265 0.139
H -1.017 -1.792 -2.576 0.025
H 2.793 0.338 5.126 0.143
H 2.382 4.010 -5.485 0.131
H 0.948 3.235 -9.935 0.160
H -3.577 3.841 0.653 0.121
H 1.716 2.930 -0.723 0.095
H -5.061 -6.183 4.822 0.120
H 1.576 4.721 -0.951 0.126
H -4.554 -5.126 2.853 0.159
H -6.673 -5.606 5.022 0.128
H 0.136 3.754 -0.709 0.077
H -0.228 0.362 -6.197 0.123
H -2.086 2.992 0.133 0.075
H -0.013 -0.413 -8.629 0.163
H -0.185 -0.036 -10.662 0.123
H 1.489 0.665 -10.822 0.128
H 8.914 0.449 3.099 0.108
H -5.077 2.799 1.890 0.155
H -2.032 0.602 -0.022 0.117
H 2.586 4.618 -3.079 0.157
H 0.332 -0.028 5.373 0.148
H 0.477 -3.444 2.897 0.161
H 2.818 -3.066 2.473 0.145
H -5.779 -3.024 6.191 0.149
H -1.546 -1.144 4.908 0.107
H -4.018 -3.133 1.672 0.136
H 1.059 4.214 -7.568 0.134
H 6.394 -0.810 0.826 0.162
H -1.370 -2.879 4.519 0.112
H 5.147 -0.675 5.578 0.132
H 7.563 -0.112 4.730 0.152
H -2.419 -1.369 1.415 0.120
H -5.583 -5.090 6.272 0.112
H 8.977 -0.961 2.117 0.126
H -1.100 1.643 -4.370 0.135
H -0.661 2.308 -2.042 0.116
H -3.538 2.800 -0.840 0.127
H 8.245 0.675 1.527 0.119
H 4.222 -1.460 1.428 0.131
H -1.497 -1.580 3.226 0.066
H 0.096 1.631 -11.233 0.117
H -5.214 -0.790 5.139 0.132
```

Computed properties:
Calculated total energy ... -90895.425 eV
LUMO ... -10.579 eV
Relative energy (zero: lowest compared OMol25 entry of this formula, charge and spin) ... 391.8 kJ/mol
Net charge ... +4

# 3
# C25H45GaNO8S2Si

A structure of composition C25H45GaNO8S2Si in a non-equilibrium geometry (ωB97M-V/def2-TZVPD, the OMol25 dataset).

Structure (XYZ):
```
83
Properties=species:S:1:pos:R:3:lowdin_charge:R:1
Ga 0.276 -0.606 0.093 0.166
S 1.363 -2.385 -2.388 1.073
S -1.278 -0.126 -1.328 0.643
Si -2.370 0.996 0.133 -0.099
O -1.435 0.744 1.474 -0.208
O 0.520 -1.793 1.531 0.025
O 6.774 0.447 3.836 0.105
O 1.514 -1.868 -0.905 -0.536
O -2.504 2.510 -0.265 -0.106
O 1.519 0.761 0.564 -0.047
O 6.225 -1.707 3.616 0.073
O -3.852 0.396 0.178 -0.146
N 6.112 -0.495 3.401 -0.330
C -4.549 -0.884 0.064 -0.612
C 3.916 -1.083 2.680 0.075
C 4.799 -3.667 -2.045 -0.103
C 2.671 -0.824 2.039 -0.079
C -2.014 3.559 -2.287 -0.047
C -3.903 -1.875 0.982 -0.030
C 4.862 1.036 1.965 0.033
C 2.199 -4.012 -2.313 -0.298
C 4.915 -0.150 2.676 -0.163
C -2.245 4.865 -0.087 -0.009
C -0.847 2.347 3.090 -0.018
C -5.977 -0.501 0.428 -0.021
C -1.712 1.141 2.863 -0.589
C -1.256 -0.026 3.734 -0.009
C 0.569 -0.362 -4.649 -0.130
C 3.708 1.321 1.290 0.040
C 2.532 -1.271 -3.365 -0.271
C -4.479 -1.311 -1.442 -0.027
C -1.753 3.610 -0.829 -0.608
C -0.224 3.488 -0.605 -0.026
C 1.922 -1.062 -4.736 -0.294
C 1.588 -1.761 2.183 -0.085
C -3.196 1.483 3.026 -0.022
C 2.541 0.454 1.334 -0.235
C 3.503 -4.201 -1.541 -0.293
H -3.674 2.116 2.273 0.089
H -5.048 -0.514 -2.022 0.122
H 3.662 -5.244 -1.350 0.113
H 0.281 0.006 -5.634 0.080
H 1.668 -2.572 2.890 0.156
H 0.255 2.663 -1.217 0.090
H 2.665 -0.366 -5.202 0.133
H -2.901 -2.163 0.506 0.095
H -6.588 -1.329 0.849 0.102
H 4.101 -2.028 3.126 0.126
H 3.502 -1.587 -3.272 0.042
H 4.854 -3.872 -3.107 0.081
H -3.466 -1.571 -1.645 0.011
H 2.322 -4.248 -3.364 0.096
H -3.878 0.625 3.207 0.097
H -1.447 4.328 -2.826 0.096
H -0.173 -0.061 3.712 0.071
H 5.685 1.738 1.954 0.137
H -6.448 -0.028 -0.442 0.085
H 3.561 2.267 0.763 0.132
H -1.756 4.926 0.885 0.075
H -3.324 4.918 0.102 0.097
H 1.879 -1.983 -5.334 0.117
H 0.671 0.532 -3.979 0.087
H -1.891 5.748 -0.631 0.094
H 2.430 -0.342 -2.737 0.117
H -4.948 -2.252 -1.549 0.071
H -0.267 -0.983 -4.329 0.055
H 5.624 -4.122 -1.464 0.099
H -1.669 0.012 4.785 0.119
H -3.691 -1.504 2.004 0.079
H -5.935 0.325 1.140 0.083
H -0.923 2.698 4.152 0.123
H -0.035 3.250 0.450 0.066
H -1.676 -0.960 3.308 0.089
H 1.439 -4.664 -1.928 0.086
H -1.047 3.146 2.391 0.066
H 0.261 4.432 -0.866 0.094
H -3.341 2.027 3.940 0.084
H -4.537 -2.822 1.081 0.118
H 4.787 -2.589 -1.841 0.073
H -3.067 3.853 -2.523 0.108
H 3.383 -3.686 -0.599 0.094
H -1.901 2.616 -2.828 0.078
H 0.168 2.075 2.771 0.085
```

Computed properties:
Calculated total energy ... -126446.912 eV
LUMO ... -3.958 eV
Relative energy (zero: lowest compared OMol25 entry of this formula, charge and spin) ... 158.9 kJ/mol
Net charge ... +1

- Among the records above, which one has the highest LUMO?
  C44H121N11O11

- Among the records above, which one has the highest relative energy (zero: lowest compared OMol25 entry of this formula, charge and spin)?
  C44H121N11O11

- Which of these has the lowest calculated total energy?
  C25H45GaNO8S2Si